No. 1
{"formula": "C4H9N2O", "method": "wB97M-V/def2-TZVPD", "e_tot_ha": -342.14301, "e_above_lowest_kj_mol": 562.5, "homo_lumo_gap_ha": 0.357, "charge": 1, "elements": ["O", "N", "N", "C", "C", "C", "C", "H", "H", "H", "H", "H", "H", "H", "H", "H"], "coordinates": [[0.37297, -0.72336, -0.30077], [0.89923, -1.31929, 0.79445], [2.82061, -1.83687, 2.10253], [-1.19759, 1.13129, -1.48921], [2.17052, -1.28350, 1.07023], [-2.41467, 2.02005, -1.63986], [-1.10013, 0.53279, -0.33966], [-0.49088, 1.07006, -2.34942], [2.16120, -2.15240, 2.87941], [-2.35616, 3.09064, -1.84977], [3.85123, -1.78048, 2.20306], [-3.13932, 1.89179, -0.79045], [-2.89094, 1.47406, -2.47755], [0.35841, -1.89621, 1.47972], [2.69851, -0.77605, 0.14679], [-1.74299, 0.55746, 0.56050]]}



No. 2
{"formula": "C5H11NO", "method": "wB97M-V/def2-TZVPD", "e_tot_ha": -327.10387, "e_above_lowest_kj_mol": 72.1, "homo_lumo_gap_ha": 0.395, "smiles": "CC(C)CC(N)=O", "elements": ["O", "N", "C", "C", "C", "C", "C", "H", "H", "H", "H", "H", "H", "H", "H", "H", "H", "H"], "coordinates": [[2.32682, -0.25699, 1.85072], [0.32699, 0.85146, 2.24547], [1.31443, 0.23188, 1.42179], [-0.55511, 0.28007, -2.00263], [1.05084, 0.38160, -0.05314], [-0.44468, 0.19488, -0.49759], [-0.91027, -1.21114, -0.08124], [-0.94888, 0.94179, 0.12209], [-1.98226, -1.39755, -0.20777], [-0.64027, 1.33856, -2.32297], [0.20196, -0.05014, -2.71166], [1.61493, -0.26281, -0.75321], [-0.55551, 0.35504, 2.12057], [0.58194, 0.59932, 3.19929], [-1.57193, -0.04916, -2.24941], [-0.76150, -1.44198, 0.97446], [1.33657, 1.40622, -0.31809], [-0.38407, -1.91103, -0.73666]]}



No. 3
{"formula": "C5H9ClN2O2S", "method": "wB97M-V/def2-TZVPD", "e_tot_ha": -1314.07431, "e_above_lowest_kj_mol": 178.8, "homo_lumo_gap_ha": 0.334, "smiles": "C=CCCN(S)/C(Cl)=[N+](/[O-])O", "elements": ["Cl", "S", "O", "O", "N", "N", "C", "C", "C", "C", "C", "H", "H", "H", "H", "H", "H", "H", "H", "H"], "coordinates": [[1.02449, 0.79775, -1.74977], [-0.12175, -2.34690, -1.30165], [3.16885, 0.78058, 0.28112], [2.76442, -1.20971, 1.15217], [0.40538, -1.23666, -0.10338], [2.40415, -0.20611, 0.30027], [-1.84340, 2.14763, -0.94568], [-1.73612, 0.11111, 0.33936], [-0.60325, -0.83218, 0.92786], [-1.19077, 1.44243, 0.01529], [1.28871, -0.25034, -0.38326], [-1.59608, 3.20117, -1.10550], [-1.09839, -1.68839, 1.36801], [3.66799, -0.84798, 1.45546], [-0.05465, -0.14758, 1.59865], [-2.17633, -0.29800, -0.55947], [1.04625, -2.99650, -1.34558], [-0.35680, 1.72903, 0.76669], [-2.48964, 1.75844, -1.81319], [-2.50306, 0.09220, 1.10260]]}



No. 4
{"formula": "C11H23FLaNO2P2", "method": "wB97M-V/def2-TZVPD", "e_tot_ha": -1451.89869, "e_above_lowest_kj_mol": 0.0, "homo_lumo_gap_ha": 0.342, "charge": 2, "elements": ["La", "P", "P", "F", "O", "O", "N", "C", "C", "C", "C", "C", "C", "C", "C", "C", "C", "C", "H", "H", "H", "H", "H", "H", "H", "H", "H", "H", "H", "H", "H", "H", "H", "H", "H", "H", "H", "H", "H", "H", "H"], "coordinates": [[0.45888, 0.79724, 0.82746], [2.70317, -0.59794, -0.39203], [-2.97908, -0.21778, -0.92463], [-0.01039, 1.76132, 2.63778], [-0.79503, -0.98025, 0.43356], [0.45922, -3.36241, -3.46473], [0.14262, 1.04945, -1.76561], [4.38671, -0.44528, 0.30136], [-4.68240, -0.68815, -1.29293], [1.39338, 1.30850, -2.23889], [0.51942, 2.22203, -4.27271], [-0.91293, 1.20589, -2.61757], [2.62204, 0.99188, -1.37790], [-0.74203, 1.82682, -3.84703], [-2.36617, 0.85777, -2.27955], [2.97179, -1.81212, -1.71197], [-2.99533, 0.86444, 0.53411], [1.60270, 1.95839, -3.44811], [3.83031, -1.52504, -2.33666], [-2.26414, 1.69524, 0.44677], [-2.35336, -1.49753, -0.84958], [-5.25054, 0.12406, -1.76608], [-5.17137, -1.00192, -0.35994], [2.07380, -1.93697, -2.33223], [4.48851, 0.49412, 0.86229], [3.18545, -2.78512, -1.24616], [0.65395, 2.71851, -5.23148], [2.82379, 1.84987, -0.69518], [-1.62831, 2.01174, -4.45461], [-2.80558, 0.41121, -3.14670], [3.50317, 0.89763, -2.03173], [-3.98521, 1.33293, 0.63362], [5.14897, -0.49465, -0.48917], [-0.41398, -3.73296, -3.23424], [4.53934, -1.28076, 0.99790], [2.62308, 2.23301, -3.72067], [0.31093, -2.89906, -4.28328], [-0.86606, -1.90749, 0.72779], [-2.79474, 0.27617, 1.44182], [-2.89978, 1.81924, -2.11785], [-4.65658, -1.55069, -1.97363]]}



No. 5
{"formula": "C10H12N2", "method": "wB97M-V/def2-TZVPD", "e_tot_ha": -497.75176, "e_above_lowest_kj_mol": 27.6, "homo_lumo_gap_ha": 0.310, "smiles": "C[C@H]1CC(N)=Nc2ccccc21", "elements": ["N", "N", "C", "C", "C", "C", "C", "C", "C", "C", "C", "C", "H", "H", "H", "H", "H", "H", "H", "H", "H", "H", "H", "H"], "coordinates": [[0.79990, -1.47204, 0.02005], [3.09661, -1.36863, -0.04617], [-1.45894, -1.69927, 0.19039], [1.86441, -0.78114, 0.00242], [-0.52098, 0.56951, -0.11721], [-0.37805, -0.83681, -0.03396], [-2.72636, -1.26044, 0.07500], [0.45243, 2.78513, 0.35283], [1.89480, 0.67297, 0.11537], [-2.95199, 0.11371, -0.12539], [-1.89356, 1.01640, -0.13409], [0.66064, 1.45079, -0.41659], [-3.99535, 0.36561, -0.09778], [3.90742, -0.94740, -0.55003], [-3.59950, -1.92263, 0.14841], [-1.23146, -2.68065, 0.42841], [1.43777, 3.31501, 0.53339], [-2.13679, 2.04404, -0.17213], [2.03432, 0.81203, 1.20246], [-0.05892, 2.65682, 1.30764], [3.24311, -2.34460, 0.05138], [-0.10311, 3.50456, -0.35890], [0.76530, 1.70626, -1.47410], [2.80716, 1.19067, -0.28852]]}



No. 6
{"formula": "C2N2S2", "method": "wB97M-V/def2-TZVPD", "e_tot_ha": -982.04505, "e_above_lowest_kj_mol": 30.9, "homo_lumo_gap_ha": 0.305, "smiles": "N#CSSC#N", "elements": ["S", "S", "N", "N", "C", "C"], "coordinates": [[0.67763, -0.92913, -0.33049], [-0.65260, 0.84262, -0.42156], [-3.04168, -0.42503, 0.31312], [2.99882, 0.51311, 0.31377], [-2.01744, 0.01174, 0.07099], [2.03528, -0.01331, 0.05416]]}



No. 7
{"formula": "C24H51FO20PS", "method": "wB97M-V/def2-TZVPD", "e_tot_ha": -3289.09676, "homo_lumo_gap_ha": 0.277, "charge": -1, "elements": ["S", "P", "F", "O", "O", "O", "O", "O", "O", "O", "O", "O", "O", "O", "O", "O", "O", "O", "O", "O", "O", "O", "O", "C", "C", "C", "C", "C", "C", "C", "C", "C", "C", "C", "C", "C", "C", "C", "C", "C", "C", "C", "C", "C", "C", "C", "C", "H", "H", "H", "H", "H", "H", "H", "H", "H", "H", "H", "H", "H", "H", "H", "H", "H", "H", "H", "H", "H", "H", "H", "H", "H", "H", "H", "H", "H", "H", "H", "H", "H", "H", "H", "H", "H", "H", "H", "H", "H", "H", "H", "H", "H", "H", "H", "H", "H", "H", "H"], "coordinates": [[-0.59868, -0.73043, 0.97629], [-0.23946, -0.92184, -1.17114], [2.52204, 0.34665, -4.60729], [3.96849, 2.25786, -7.85464], [3.27446, 0.58226, 4.87763], [1.05408, 3.65099, 4.79360], [2.32432, 3.86252, -7.87982], [-2.72856, -5.33953, 0.79294], [-1.88123, 0.11573, 1.26541], [0.04836, -2.65291, -0.89267], [5.11382, 0.06507, 6.15348], [-4.43633, -1.30209, 3.25992], [4.53952, 4.34001, -8.25844], [3.49193, -1.40855, 6.00379], [0.39895, -0.84901, -2.82526], [-0.96616, 3.94960, 5.60227], [-2.43589, 2.20942, -3.11372], [-2.16358, -6.07119, -1.31047], [-4.65435, -0.52074, 5.40944], [-6.45656, -1.00348, 4.06859], [-4.33928, -5.89193, -0.59446], [0.83605, 4.43234, 6.94312], [-0.72173, -2.20564, 1.51089], [0.97631, 0.05913, 1.70540], [5.66779, 1.33549, 5.81686], [-2.30454, 1.97962, -4.55985], [3.49190, 3.52148, -7.98674], [-5.13365, -0.90317, 4.35349], [-2.99271, -5.79560, -0.45748], [-7.31792, -0.61354, 5.13648], [-3.01962, -1.24887, 3.41570], [3.31842, -0.86231, -4.26520], [0.51987, -3.21396, -2.20214], [-2.25103, 0.98027, -2.32748], [1.40112, -1.94289, -2.80670], [2.96992, 1.28148, -7.56496], [-1.82752, 4.33954, 6.67016], [-0.92180, 2.60357, -5.19260], [2.21684, -1.79973, 5.49832], [-0.75962, 0.91015, -1.57590], [0.35675, 4.04991, 5.88717], [-4.76710, -6.36302, -1.87087], [3.89670, -0.17651, 5.60432], [4.18506, 5.71152, -8.42419], [2.24939, -2.14637, -4.19456], [2.47079, 3.70420, 4.94938], [-1.33988, -5.18781, 1.08094], [1.94334, -0.55388, 1.40188], [-2.52038, -0.00442, -2.90283], [2.47890, 1.50245, -6.61172], [-3.22888, 2.52425, -5.08343], [-0.35422, -3.44823, -2.98073], [-0.82410, -6.15114, 1.01359], [-4.44802, -5.67723, -2.66240], [1.99405, -2.79963, 5.88077], [-1.67423, 3.69781, 7.54381], [3.46269, 0.30898, -7.48063], [-0.88382, -4.45496, 0.40758], [-2.56384, -1.58913, 2.48183], [2.80011, 4.73095, 5.13900], [-0.51214, 3.37890, -4.39921], [1.07514, -4.20279, -1.91383], [2.79603, 3.03715, 5.75426], [-0.15625, 1.74010, -5.40056], [-2.86047, 4.21929, 6.33215], [-3.02941, 1.04775, -1.42484], [-2.69438, -1.91593, 4.22058], [-1.24579, -4.81827, 2.10578], [-1.67017, 5.39167, 6.92847], [5.02560, 2.14489, 6.17885], [-0.69923, 1.60692, -0.63018], [-0.00376, 1.38409, -2.36768], [-4.38834, -7.37332, -2.05637], [1.58930, -2.05241, -5.16261], [5.09857, 6.27336, -8.63743], [1.15398, 1.15222, 1.26654], [2.83170, -3.16221, -4.26130], [-8.35087, -0.73379, 4.79847], [2.23681, 1.22667, -8.37614], [2.92656, 3.36395, 4.01551], [0.96719, 0.10766, 2.87532], [-1.56134, -1.38087, -1.51235], [-7.16463, -1.25527, 6.01013], [4.22988, -1.06408, -4.97076], [2.23253, -1.84515, 4.40463], [-1.22571, 3.20919, -6.14764], [2.27476, -1.88787, -1.99821], [6.64015, 1.42152, 6.30956], [5.82144, 1.41557, 4.73584], [-2.69029, -0.22212, 3.60531], [-2.36291, 0.86087, -4.89652], [3.74256, 6.10970, -7.50538], [1.09792, -0.48948, -0.80394], [3.74172, -0.66764, -3.16648], [1.43663, -1.11576, 5.84768], [-7.16058, 0.43859, 5.39479], [-5.85990, -6.40054, -1.86846], [3.50042, 5.83395, -9.26971]]}



No. 8
{"formula": "C31H34BrCl57FINO5P2S2", "method": "wB97M-V/def2-TZVPD", "e_tot_ha": -32313.78935, "homo_lumo_gap_ha": 0.278, "charge": 1, "elements": ["I", "Br", "Cl", "Cl", "Cl", "Cl", "Cl", "Cl", "Cl", "Cl", "Cl", "Cl", "Cl", "Cl", "Cl", "Cl", "Cl", "Cl", "Cl", "Cl", "Cl", "Cl", "Cl", "Cl", "Cl", "Cl", "Cl", "Cl", "Cl", "Cl", "Cl", "Cl", "Cl", "Cl", "Cl", "Cl", "Cl", "Cl", "Cl", "Cl", "Cl", "Cl", "Cl", "Cl", "Cl", "Cl", "Cl", "Cl", "Cl", "Cl", "Cl", "Cl", "Cl", "Cl", "Cl", "Cl", "Cl", "Cl", "Cl", "S", "S", "P", "P", "F", "O", "O", "O", "O", "O", "N", "C", "C", "C", "C", "C", "C", "C", "C", "C", "C", "C", "C", "C", "C", "C", "C", "C", "C", "C", "C", "C", "C", "C", "C", "C", "C", "C", "C", "C", "C", "C", "H", "H", "H", "H", "H", "H", "H", "H", "H", "H", "H", "H", "H", "H", "H", "H", "H", "H", "H", "H", "H", "H", "H", "H", "H", "H", "H", "H", "H", "H", "H", "H", "H", "H"], "coordinates": [[2.49629, 2.88762, -4.01586], [-4.27992, -0.15205, -4.11721], [5.34322, -10.14629, 8.63991], [2.49900, -4.67813, -4.33637], [-0.51432, -0.92524, -11.74984], [-5.36392, 4.81662, -11.23367], [-2.10141, -7.30049, -8.24396], [0.94187, 1.54890, -12.15170], [8.56787, 9.36189, 10.95361], [7.67563, 4.81634, 7.99634], [0.78648, -3.02415, -5.99271], [5.01014, -6.10439, 7.78999], [5.56494, -10.19256, 1.99735], [5.35860, -6.94997, 5.03999], [8.89329, 6.49417, 10.68363], [-3.81122, -5.37374, -6.91496], [6.35172, 7.73067, 10.04158], [6.44064, -10.36126, 4.75527], [-3.16153, -5.04273, -9.72100], [7.78879, -8.57203, 2.91159], [-5.85802, 2.05468, -11.96038], [-3.80549, 2.69603, -10.01823], [-2.52532, 5.60839, 7.88465], [7.23067, 7.57145, 12.79949], [-1.99559, -7.29193, 4.29937], [3.17068, -8.01079, 6.61497], [7.60012, 1.92316, 8.14929], [5.74743, -2.81475, 6.82139], [-1.87340, 1.39889, -12.82137], [-1.04129, 1.35884, -10.04435], [-0.52862, -6.54980, 6.68497], [0.27067, 4.84663, 7.95618], [-6.13474, 2.82304, 4.24147], [1.39255, -3.50912, 1.14172], [3.12941, -5.24173, 5.75933], [5.24323, -0.10217, 5.93087], [3.02753, -1.82641, 6.65405], [-5.14326, 4.84625, -2.60496], [-0.84251, -1.81197, 1.87611], [-6.03572, 0.03620, 5.03565], [0.74203, -2.72618, -3.10444], [-1.12339, -4.62683, -7.70009], [5.83361, 3.32456, 6.32725], [-1.78961, 2.82041, 8.18196], [-0.78055, -4.58651, 2.73467], [2.49151, -10.04555, 9.16613], [-1.35676, 4.17183, 5.65368], [1.04672, -2.66758, 3.89809], [-3.32593, -5.83343, 6.42195], [8.68169, 3.22178, 5.79438], [4.32859, -8.55228, 10.83810], [-3.97110, 1.12471, 3.31307], [-6.60675, 3.01749, -9.33092], [-0.36447, -5.10766, -4.33186], [8.10101, -11.44096, 2.63959], [4.53927, -2.34133, 4.22922], [-4.09936, 1.91652, 6.09414], [-2.57020, -8.60399, 6.81923], [4.25516, -11.44566, 10.99113], [-4.28785, 2.32709, -6.70564], [-0.86461, 3.54159, 2.01685], [-0.98031, 0.21444, -0.40198], [-2.63940, 1.57069, -6.04986], [-5.43447, 4.28616, 0.68622], [-1.81589, -1.17852, -0.98451], [0.60108, -0.31200, -0.09703], [-1.61579, 0.48444, 0.98826], [-2.35928, 0.11509, -6.92681], [-1.24976, 2.52568, -6.36362], [-1.54513, 0.40571, -3.79307], [-5.40875, 3.14658, -10.63544], [-0.31998, 2.98166, -1.13102], [0.81957, 0.52690, -3.06022], [-4.91126, 2.17460, -0.50223], [4.16708, -6.57645, 6.30093], [-0.62137, 0.84510, -11.69557], [2.80194, -0.07425, -4.72012], [-5.06187, 1.47493, 4.67138], [7.76099, 7.79004, 11.12021], [4.64006, -1.77118, 5.90889], [-2.76984, 1.18009, -4.21474], [4.10471, -10.04770, 9.90861], [0.91688, -3.88972, -4.44444], [-2.65326, 3.82711, -3.68693], [-3.38658, 2.68319, -0.58048], [1.57428, 0.92165, -4.42189], [-3.13287, 2.40329, -3.24316], [-3.41711, 5.10345, -3.12371], [-1.35034, 4.36289, 7.41953], [-2.10576, -7.06990, 6.05782], [-2.55053, -5.58715, -8.14668], [0.61979, 2.65351, 1.38106], [0.20045, -3.14228, 2.41392], [0.91573, 2.81890, -0.16552], [-1.10904, 1.67538, -1.57629], [-2.55753, 5.93860, -2.04647], [-5.57434, 2.87295, 0.75020], [7.44855, 3.32186, 7.06741], [-2.70757, 1.91340, -1.77400], [-0.58016, 1.27671, -3.04236], [6.97375, -10.14203, 3.07653], [-1.38917, -0.06289, -6.91661], [-2.58001, 3.99234, -4.81168], [-6.66776, 2.61745, 0.85696], [0.61078, -0.59821, -3.12920], [1.50832, 0.77282, -2.20975], [-3.50122, 5.84698, -3.98126], [-2.97067, 5.84581, -1.00050], [-0.98934, 3.81136, -0.73387], [3.54529, 0.54022, -5.31398], [-1.10567, -1.72118, -1.38990], [2.49107, -0.97114, -5.32603], [3.31252, -0.34092, -3.74954], [-1.79885, -0.48072, -3.32849], [-1.05224, 0.13038, -4.66621], [-4.27076, 2.36901, -3.22451], [-2.95700, 2.47067, 0.43831], [1.51990, 3.08305, 1.93209], [-0.43839, 2.19582, -3.70183], [0.10879, 3.42758, -2.09183], [-3.13552, 0.85268, -1.70515], [0.85720, 0.97582, -5.29923], [-5.49617, 2.39774, -1.43866], [-0.81964, 2.23090, -7.19207], [-4.95432, 1.04943, -0.32090], [0.81261, -1.10800, -0.63313], [-1.57283, 3.95698, -3.34250], [-1.47841, 5.61734, -2.01368], [-4.98848, 2.52547, 1.65878], [0.60140, 1.56022, 1.69128], [-3.45102, 3.79972, -0.68460], [-2.55554, 7.04708, -2.29845], [1.52654, 3.77660, -0.27029], [1.64807, 1.99807, -0.45567], [-0.44964, 4.36164, 3.05056]]}